[1]
A 2-piece molecular cluster, C6H11N3O overall at a distorted geometry. Source: the Open Molecules 2025 dataset; level of theory: ωB97M-V/def2-TZVPD.

The SMILES is Cc1c[nH]cn1.CC(N)=O. The calculation puts the relative energy (zero: lowest compared OMol25 entry of this formula, charge and spin) at 126.0 kJ/mol. The calculation puts the frontier orbital gap at 9.036 eV. As for the HOMO energy: -8.3 eV. The total energy comes out at -474.7182 a.u.

CARTESIAN COORDINATES (ANGSTROEM)
C: -2.50 -1.40 -1.69
C: -2.06 -0.55 -0.50
C: -1.26 -0.85 0.57
N: -1.31 0.22 1.37
C: -2.09 1.20 0.73
N: -2.60 0.81 -0.42
H: -2.18 -0.91 -2.53
H: -3.54 -1.25 -1.62
H: -2.01 -2.38 -1.48
H: -0.67 -1.78 0.57
H: -0.82 0.49 2.22
H: -2.11 2.14 1.12
C: 4.15 0.30 0.16
C: 2.61 0.09 0.07
N: 1.90 0.71 -0.91
O: 1.93 -0.52 0.94
H: 4.52 0.19 1.17
H: 4.36 1.29 -0.34
H: 4.66 -0.46 -0.56
H: 0.91 0.62 -0.98
H: 2.36 1.29 -1.55

[2]
One molecule with the formula C6H11N3O at a distorted geometry. Source: the Open Molecules 2025 dataset; level of theory: ωB97M-V/def2-TZVPD.

The calculation puts the relative energy (zero: lowest compared OMol25 entry of this formula, charge and spin) at 657.6 kJ/mol. The calculation puts the frontier orbital gap at 7.648 eV. As for the HOMO energy: -6.7 eV. The total energy comes out at -474.5157 a.u.

CARTESIAN COORDINATES (ANGSTROEM)
C: 0.19 -2.10 -0.14
C: 1.73 -0.41 -0.79
C: -0.78 0.01 -0.54
C: -2.12 -1.78 0.38
C: 2.81 0.99 0.84
C: -1.91 2.13 -0.47
N: 1.31 -1.48 -0.34
N: -0.94 -1.25 -0.22
N: 2.49 0.58 -0.47
O: -1.96 0.70 -0.37
H: 0.18 -3.18 -0.30
H: -2.80 -1.07 0.59
H: -2.50 -2.44 -0.30
H: -1.88 -2.31 1.20
H: 1.98 1.68 1.27
H: 2.80 -0.08 1.45
H: 3.87 1.50 0.92
H: -2.23 2.74 0.44
H: -2.50 2.37 -1.26
H: -0.86 2.47 -0.73
H: 3.11 0.94 -1.18